# 1
# C4H9NOS

A 2-piece molecular cluster, C4H9NOS overall in a non-equilibrium geometry (ωB97M-V with the def2-TZVPD basis set, the Open Molecules 2025 dataset).

```
16
Properties=species:S:1:pos:R:3:forces:R:3
C 0.48174 -1.95219 -0.88297 -0.92 0.21 -1.04
N -0.76350 -1.23955 -0.42436 -0.93 -0.08 1.59
C -0.80783 0.00017 0.01437 0.62 1.33 -1.72
C -0.73040 1.22164 -0.81194 1.93 -0.05 -0.68
S 0.37551 1.18808 -2.26710 -0.07 -0.18 0.10
C -0.75925 0.18105 1.50192 -2.37 -1.00 1.62
O -0.43991 1.17005 2.06737 0.76 1.12 -0.60
H 0.82081 -1.39564 -1.72438 0.38 -0.15 -0.84
H 1.20516 -1.88496 -0.12294 0.76 0.39 1.26
H 0.34311 -3.00986 -1.03480 -0.69 -0.08 -0.47
H -1.45830 -1.73057 0.16058 1.28 -0.94 0.19
H 2.29061 1.99625 1.31588 0.03 0.01 0.01
H -1.68790 1.45605 -1.30186 -0.20 -0.11 0.66
H -0.33275 2.04574 -0.21355 -0.68 0.16 0.11
H 2.53527 2.63017 1.61440 -0.02 -0.01 -0.02
H -1.07237 -0.67644 2.10938 0.11 -0.62 -0.18
```
Forces are in eV/Å.

Computed properties:
HOMO (spin up / spin down)	-14.07 / -13.67	eV
E	-18654.7073	eV
LUMO energy (spin up / spin down)	-7.32 / -7.34	eV
spin multiplicity	2
relative energy (zero: lowest compared OMol25 entry of this formula, charge and spin)	3.2718	eV
total charge	+1
gap between HOMO and LUMO (spin up / spin down)	6.8 / 6.3	eV

# 2
# C4H9NOS2

One molecule with the formula C4H9NOS2 in a non-equilibrium geometry (ωB97M-V with the def2-TZVPD basis set, the Open Molecules 2025 dataset).

```
17
Properties=species:S:1:pos:R:3:forces:R:3
C 1.68684 0.53289 1.88669 3.28 0.34 1.21
N 1.06536 -0.29401 0.92356 1.11 2.99 -2.86
C 0.10089 0.40328 0.06729 0.61 0.95 1.18
C -1.14449 0.49478 0.90445 -1.38 -0.48 0.62
O -1.42512 -0.37225 1.70231 0.17 0.34 -0.23
C -0.20434 -0.49474 -1.12984 -1.91 -0.34 0.47
S -1.21701 0.33908 -2.35519 -0.19 1.08 -0.30
S -2.39998 -1.04770 -3.20698 -1.06 -0.72 0.21
H 2.34640 1.39956 1.46148 -1.76 -1.15 0.13
H 1.01659 0.93592 2.68571 0.58 -0.27 -0.35
H 2.59276 -0.05345 2.30697 -1.80 0.64 0.08
H 0.84312 -1.21375 1.12833 -0.60 -1.59 0.79
H 0.49121 1.55021 -0.18093 -0.85 -3.15 0.25
H -1.86716 1.29679 0.77526 -0.13 0.62 -0.28
H 0.68159 -0.67295 -1.56348 3.44 -0.59 -1.66
H -0.58793 -1.52748 -0.94044 -0.21 1.08 0.59
H -1.97872 -1.27617 -4.46519 0.69 0.27 0.15
```
Forces are in eV/Å.

Computed properties:
HOMO	-8.95	eV
E	-29500.0573	eV
LUMO energy	0.49	eV
relative energy (zero: lowest compared OMol25 entry of this formula, charge and spin)	2.4257	eV
total charge	0
gap between HOMO and LUMO	9.4	eV
SMILES	CN[C@H](C=O)CSS

# 3
# C4H9NOS2

A 2-piece molecular cluster, C4H9NOS2 overall in a non-equilibrium geometry (ωB97M-V with the def2-TZVPD basis set, the Open Molecules 2025 dataset).

```
17
Properties=species:S:1:pos:R:3:forces:R:3
C -0.43265 -0.93395 1.52283 2.33 -1.68 -2.94
C -0.92047 0.46374 1.21757 -1.39 0.97 2.11
C -0.93742 0.53541 -0.23451 4.13 1.19 -2.34
C -2.15346 0.09868 -0.86749 -0.58 -0.79 -0.99
N 0.14738 0.75150 -0.93945 -1.94 -0.28 1.68
S 1.58609 1.10039 -0.01333 0.34 0.92 -3.22
H -1.17069 -1.64682 0.94242 1.28 0.88 2.10
H -0.22038 -1.08333 2.58486 -0.40 -0.54 -0.34
H 0.56725 -1.14681 0.86237 -2.02 0.47 2.00
H -0.36921 1.37802 1.66804 -0.74 -1.75 -0.46
H -1.98521 0.38175 1.61249 1.09 1.02 -0.38
H -2.18247 -0.88378 -0.27085 -1.63 1.08 -1.48
H -2.16220 0.01125 -2.00940 0.31 -0.15 1.84
H -2.82508 0.91101 -0.57273 -0.94 -0.84 0.07
H 2.03644 1.57780 -1.30189 0.20 -0.51 2.32
O 5.73375 -0.53819 -2.79808 -0.73 -0.72 2.28
S 5.28832 -0.97669 -1.40285 0.68 0.74 -2.26
```
Forces are in eV/Å.

Computed properties:
HOMO	-8.67	eV
E	-29496.9638	eV
LUMO energy	-2.33	eV
relative energy (zero: lowest compared OMol25 entry of this formula, charge and spin)	5.5192	eV
total charge	0
gap between HOMO and LUMO	6.3	eV
SMILES	CC/C(C)=N\S.O=S

# 4
# C4H9NP

An isolated ion of composition C4H9NP and charge +1 in a non-equilibrium geometry (ωB97M-V with the def2-TZVPD basis set, the Open Molecules 2025 dataset).

```
15
Properties=species:S:1:pos:R:3:forces:R:3
C 0.92898 -0.31036 0.88878 0.31 -0.57 -1.47
C -0.37344 -0.77211 -1.10008 -2.60 3.36 1.34
C -0.52010 -0.66943 0.45402 1.91 0.70 -1.28
C 0.99909 0.95638 0.16593 -1.85 3.66 0.91
N -1.20839 0.60560 0.76293 -2.34 0.99 -0.48
P 0.25171 0.94835 -1.51075 -2.25 0.33 1.45
H 1.11387 -0.40049 1.93744 0.38 0.41 0.55
H 1.72068 -0.80143 0.23925 -0.54 -0.61 1.10
H 0.31517 -1.43914 -1.43018 1.67 -2.49 -0.69
H -1.36476 -0.89557 -1.51771 -0.01 -0.34 -0.45
H -0.96125 -1.57210 0.77159 -0.38 -0.95 1.08
H 1.21827 2.04466 0.55549 0.48 -2.43 -0.40
H -2.12042 0.67404 0.13546 2.24 0.18 2.19
H -1.36265 0.99290 1.77146 0.31 -1.59 -2.40
H 1.36324 0.63870 -2.12364 2.68 -0.65 -1.45
```
Forces are in eV/Å.

Computed properties:
HOMO (spin up / spin down)	-14.05 / -14.05	eV
E	-15062.3720	eV
LUMO energy (spin up / spin down)	-6.12 / -6.12	eV
relative energy (zero: lowest compared OMol25 entry of this formula, charge and spin)	3.1903	eV
total charge	+1
gap between HOMO and LUMO (spin up / spin down)	7.9 / 7.9	eV

# 5
# C4H9NS

One molecule with the formula C4H9NS in a non-equilibrium geometry (ωB97M-V with the def2-TZVPD basis set, the Open Molecules 2025 dataset).

```
15
Properties=species:S:1:pos:R:3:forces:R:3
C -0.39115 -1.59957 0.76151 -0.31 0.53 -4.19
C -0.07596 -0.12369 1.03027 0.53 0.41 -1.55
S -1.68079 0.80423 0.97560 -0.39 -2.03 0.42
C 0.87777 0.43746 -0.09632 -1.95 -1.20 -0.94
C 0.50936 0.34886 -1.58651 0.17 0.40 1.41
N 0.66066 1.64165 -0.83991 1.14 -0.51 -0.82
H 0.50004 -2.22032 0.41041 -1.01 0.82 1.15
H -1.04077 -2.03474 1.47697 -0.15 -0.66 0.91
H -1.02744 -1.55042 -0.23871 1.06 -0.37 1.93
H 0.39531 -0.03885 1.99729 0.08 0.42 0.29
H -1.22719 2.00271 0.85726 0.62 1.44 0.21
H 1.89187 0.21541 -0.02665 1.67 -0.31 1.02
H -0.51067 0.00266 -1.83772 0.80 0.37 0.00
H 1.36488 0.16359 -2.25629 -0.88 -0.05 0.15
H -0.24591 1.95101 -0.62721 -1.38 0.73 0.01
```
Forces are in eV/Å.

Computed properties:
HOMO	-9.20	eV
E	-16617.3870	eV
LUMO energy	0.87	eV
relative energy (zero: lowest compared OMol25 entry of this formula, charge and spin)	2.0675	eV
total charge	0
gap between HOMO and LUMO	10.1	eV
SMILES	C[C@H](S)[C@H]1CN1

# 6
# C4H9NS

One molecule with the formula C4H9NS in a non-equilibrium geometry (ωB97M-V with the def2-TZVPD basis set, the Open Molecules 2025 dataset).

```
15
Properties=species:S:1:pos:R:3:forces:R:3
N 2.29836 -0.81761 0.16411 1.08 1.10 -0.62
C 1.41621 0.33722 0.29391 -0.89 -1.30 -2.32
C 0.11788 0.08473 -0.52123 -0.45 -0.45 -0.67
C -1.22528 0.88818 -0.18839 2.99 -1.16 2.79
C -1.98234 -0.34741 0.39551 -1.47 0.67 -0.04
S -0.75537 -1.56100 -0.12554 0.72 0.72 -0.20
H 1.67270 -1.58841 0.18156 -0.09 -1.24 0.01
H 2.82200 -0.81386 -0.73118 -0.69 -0.04 0.81
H 1.11311 0.40766 1.27257 -0.37 0.49 2.59
H 1.89229 1.23542 -0.04956 0.24 0.55 -0.06
H 0.44716 -0.01847 -1.56485 -0.48 0.52 0.04
H -1.71323 1.32436 -0.96703 -1.25 0.75 -2.62
H -0.94726 1.77450 0.44578 -0.53 -1.07 0.13
H -2.16694 -0.42056 1.46985 0.27 0.45 -0.05
H -2.98930 -0.48473 -0.07550 0.91 0.01 0.20
```
Forces are in eV/Å.

Computed properties:
HOMO	-8.61	eV
E	-16618.0681	eV
LUMO energy	0.92	eV
relative energy (zero: lowest compared OMol25 entry of this formula, charge and spin)	1.3864	eV
total charge	0
gap between HOMO and LUMO	9.5	eV
SMILES	NC[C@@H]1CCS1

# 7
# C4H9NS

One molecule with the formula C4H9NS in a non-equilibrium geometry (ωB97M-V with the def2-TZVPD basis set, the Open Molecules 2025 dataset).

```
15
Properties=species:S:1:pos:R:3:forces:R:3
C -0.54260 1.32393 -0.46122 -0.81 -0.30 0.18
C 0.13601 0.36060 0.16626 -0.86 0.79 -0.81
C -0.66406 -0.91573 0.26256 0.05 -0.17 0.58
N -1.97977 -0.81655 -0.37649 -0.23 -3.03 -0.66
C 1.59692 0.46059 0.63108 -1.53 -1.46 0.52
S 2.69470 -0.62727 -0.37685 -0.07 0.58 0.24
H -0.18435 2.30586 -0.60324 0.64 0.96 -0.22
H -1.58450 1.11647 -0.82659 1.52 0.51 0.35
H -0.08813 -1.63307 -0.23667 0.70 -1.30 -1.33
H -0.60495 -1.33702 1.27052 -0.57 0.40 0.52
H -2.59186 -0.21712 0.08862 -0.90 1.31 1.11
H -2.55147 -1.71251 -0.45604 1.71 1.28 0.27
H 1.63844 -0.03583 1.63459 0.19 0.71 -0.60
H 1.91238 1.50133 0.68252 0.19 -0.23 -0.02
H 2.81325 0.22629 -1.39906 -0.02 -0.06 -0.14
```
Forces are in eV/Å.

Computed properties:
HOMO	-9.10	eV
E	-16617.9204	eV
LUMO energy	0.94	eV
relative energy (zero: lowest compared OMol25 entry of this formula, charge and spin)	1.5341	eV
total charge	0
gap between HOMO and LUMO	10.0	eV
SMILES	C=C(CN)CS

# 8
# C4H9NS

A 2-piece molecular cluster, C4H9NS overall in a non-equilibrium geometry (ωB97M-V with the def2-TZVPD basis set, the Open Molecules 2025 dataset).

```
15
Properties=species:S:1:pos:R:3:forces:R:3
C 1.94399 0.14387 1.20941 -1.30 2.04 -1.49
C 0.97714 -0.49521 0.18910 -1.13 5.48 2.94
N -0.16481 -0.03628 -0.07291 -1.40 -1.99 -0.18
C -1.08971 0.91198 0.54005 4.47 1.79 -0.06
H 1.66702 -0.36591 2.12623 0.74 0.57 0.65
H 1.85531 1.32267 1.14817 -0.40 -2.41 0.82
H 2.94751 0.03006 0.84381 0.60 -0.77 0.36
H 1.39565 -1.25841 -0.29884 1.11 -3.20 -2.51
H -0.59894 1.28317 1.50341 -0.93 0.23 -1.17
H -1.16370 1.68603 -0.27924 -0.38 -0.37 1.33
H -2.01811 0.49693 0.77848 -1.36 -0.94 -0.03
C -1.36041 -0.98998 -1.84370 -2.05 1.01 -0.60
S -1.95777 0.08563 -2.93738 0.59 -0.71 0.64
H -2.04667 -1.47596 -1.15601 -0.04 -0.02 0.07
H -0.38648 -1.33857 -1.75057 1.48 -0.72 -0.76
```
Forces are in eV/Å.

Computed properties:
HOMO	-8.02	eV
E	-16616.0798	eV
LUMO energy	0.66	eV
relative energy (zero: lowest compared OMol25 entry of this formula, charge and spin)	3.3746	eV
total charge	0
gap between HOMO and LUMO	8.7	eV
SMILES	C/C=N\C.C=S

# 9
# C4H9NS

C4H9NS as an isolated structure in a non-equilibrium geometry (ωB97M-V with the def2-TZVPD basis set, the Open Molecules 2025 dataset).

```
15
Properties=species:S:1:pos:R:3:forces:R:3
C -1.72218 -0.04621 1.61391 1.27 -0.40 1.24
C -0.96573 1.01237 -0.06310 1.84 1.35 -0.63
C 0.54679 -1.41420 1.16888 0.27 -0.06 0.04
C 1.80553 0.23023 -1.68982 -1.17 -0.27 1.81
N -2.12050 0.68988 0.55510 -3.98 0.97 -1.81
S 0.04947 0.12491 1.31808 -0.85 -0.32 0.18
H -2.22993 -0.83008 2.11446 -0.32 -0.51 0.46
H -0.94765 2.02927 -0.48551 0.70 -0.49 -0.23
H 2.32256 1.00757 -2.11860 1.57 1.92 -0.72
H -0.06086 -2.19160 0.75489 -0.45 -0.11 -0.28
H 1.59641 -1.62420 1.22355 0.38 0.25 0.14
H 2.01633 0.10123 -0.62234 0.81 -0.32 -0.51
H 0.79199 0.57933 -1.60161 -0.75 -0.31 -0.72
H 1.95135 -0.62213 -2.30481 -0.21 -1.00 -0.14
H -3.03357 0.95362 0.13691 0.90 -0.72 1.16
```
Forces are in eV/Å.

Computed properties:
HOMO (spin up / spin down)	-6.02 / -7.71	eV
E	-16611.8461	eV
LUMO energy (spin up / spin down)	0.89 / -0.61	eV
spin multiplicity	3
relative energy (zero: lowest compared OMol25 entry of this formula, charge and spin)	4.4255	eV
total charge	0
gap between HOMO and LUMO (spin up / spin down)	6.9 / 7.1	eV

# 10
# C4H9NS2

One molecule with the formula C4H9NS2 in a non-equilibrium geometry (ωB97M-V with the def2-TZVPD basis set, the Open Molecules 2025 dataset).

```
16
Properties=species:S:1:pos:R:3:forces:R:3
C 1.87339 -0.56663 0.31772 -0.92 -0.73 -0.92
C 0.83725 -1.44078 -0.66498 -0.17 0.64 1.25
C -0.42776 -0.53263 -0.74711 -1.12 -2.20 0.82
N -1.50936 -1.11190 -0.27826 3.72 1.31 -1.63
S -2.96007 -0.52831 -0.08713 -3.86 2.02 0.46
S -0.39601 1.22115 -1.06753 1.12 -1.46 -2.50
C -0.45180 1.71571 0.59021 -0.44 1.03 1.65
H 2.10216 0.43869 -0.27127 0.26 -2.40 1.32
H 1.32479 -0.23105 1.27640 1.03 -1.04 -1.49
H 2.69372 -1.33414 0.59723 -0.85 1.98 -0.55
H 0.34499 -2.38517 0.01322 1.98 2.19 -2.50
H 1.36886 -1.62691 -1.75758 -1.48 0.09 3.02
H -3.24167 0.93259 -0.41768 1.33 -2.21 0.17
H -1.55704 1.62367 0.75918 1.17 0.56 1.05
H -0.14933 2.85538 0.42291 -0.45 -2.39 1.45
H 0.14788 0.97034 1.31468 -1.33 2.62 -1.61
```
Forces are in eV/Å.

Computed properties:
HOMO	-8.60	eV
E	-27450.6132	eV
LUMO energy	0.38	eV
relative energy (zero: lowest compared OMol25 entry of this formula, charge and spin)	4.1317	eV
total charge	0
gap between HOMO and LUMO	9.0	eV
SMILES	CC/C(=N/S)SC

# 11
# C4H9O

A 2-piece molecular cluster, C4H9O overall (ωB97M-V with the def2-TZVPD basis set, the Open Molecules 2025 dataset).

```
14
Properties=species:S:1:pos:R:3:forces:R:3
C -1.73070 -1.45919 -0.64555 0.31 -0.15 0.70
O -1.85259 -2.73432 -0.37161 -0.18 -0.09 -0.09
C -1.47498 -0.36985 0.45131 -0.29 0.39 -0.53
C -0.39480 -0.73606 -0.55178 0.02 0.38 0.16
C 0.03758 0.34653 -1.52083 -0.05 -0.33 -0.01
H -2.36167 -0.99231 -1.42304 -0.13 -0.05 -0.28
H 5.06991 2.84329 4.22205 -0.01 0.02 0.04
H -1.36726 -0.59616 1.50349 0.04 -0.32 0.00
H -1.94428 0.59511 0.24927 0.03 0.02 0.17
H 5.21420 2.57791 3.54649 0.00 -0.02 -0.04
H 0.37547 -1.36612 -0.12346 0.15 -0.04 -0.16
H -0.78701 0.57171 -2.20990 0.10 0.09 0.10
H 0.90036 0.05359 -2.12324 0.02 -0.13 -0.12
H 0.31576 1.26586 -1.00322 -0.02 0.22 0.07
```
Forces are in eV/Å.

Computed properties:
HOMO	-1.80	eV
E	-6339.2671	eV
LUMO energy	4.10	eV
relative energy (zero: lowest compared OMol25 entry of this formula, charge and spin)	1.5016	eV
total charge	-1
gap between HOMO and LUMO	5.9	eV

# 12
# C4H9O

A 2-piece molecular cluster, C4H9O overall in a non-equilibrium geometry (ωB97M-V with the def2-TZVPD basis set, the Open Molecules 2025 dataset).

```
14
Properties=species:S:1:pos:R:3:forces:R:3
C 1.73506 -1.47309 1.12594 -1.49 -3.33 0.96
O 1.24640 -1.19773 -0.04109 -1.02 0.41 -2.69
H 2.30004 -2.48690 1.24379 0.12 0.63 -0.29
H 0.90300 -1.70934 1.88740 0.47 0.58 0.31
H 2.36488 -0.72402 1.45923 1.78 1.79 1.67
C -0.56408 0.96594 -1.62734 -1.81 -0.65 1.00
C -1.52307 1.23869 -0.38966 3.55 -0.01 0.05
C -1.22661 0.75290 0.83269 -1.47 -1.42 -1.32
H -0.39605 1.93492 -2.12369 0.37 -0.30 0.20
H -1.31499 0.44840 -2.27287 1.08 -0.13 -0.25
H 0.36742 0.33799 -1.37673 -1.49 0.85 -0.22
H -2.18973 2.05631 -0.56107 -0.76 0.36 0.08
H -1.95499 1.00647 1.63450 0.91 -0.33 -0.19
H -0.57855 -0.18869 0.78845 -0.25 1.54 0.68
```
Forces are in eV/Å.

Computed properties:
HOMO	-2.14	eV
E	-6339.0440	eV
LUMO energy	4.26	eV
relative energy (zero: lowest compared OMol25 entry of this formula, charge and spin)	1.7247	eV
total charge	-1
gap between HOMO and LUMO	6.4	eV